Below is a structure of composition C22H28N2NiO2S3, with properties calculated with ωB97M-V/def2-TZVPD.

The geometry in XYZ format:
```
58
Properties=species:S:1:pos:R:3:nbo_charge:R:1
Ni 0.151 1.228 -0.244 1.07
C -0.137 1.607 3.966 -0.70
C -0.313 1.848 2.492 0.36
N 0.396 1.169 1.637 -0.38
N 1.265 0.232 2.167 -0.38
C 1.782 -0.551 1.293 -0.08
S 1.462 -0.521 -0.399 -0.28
S 2.874 -1.822 1.878 0.25
C 4.144 -0.850 2.744 -0.54
C 3.727 -0.160 4.014 -0.04
C 3.663 1.228 4.068 -0.21
C 3.303 1.875 5.243 -0.20
C 2.992 1.137 6.375 -0.23
C 3.049 -0.250 6.328 -0.22
C 3.418 -0.893 5.156 -0.16
C -1.301 2.818 2.056 -0.27
C -2.234 3.322 2.984 -0.10
C -3.173 4.261 2.644 -0.30
C -3.191 4.759 1.333 -0.16
C -2.297 4.296 0.401 -0.28
C -1.343 3.301 0.722 0.41
O -0.530 2.895 -0.209 -0.73
H 0.789 1.079 4.165 0.28
H -0.153 2.553 4.505 0.23
H -0.963 0.994 4.339 0.23
H 4.904 -1.605 2.952 0.24
H 4.576 -0.139 2.041 0.23
H 3.892 1.805 3.180 0.21
H 3.261 2.957 5.270 0.21
H 2.708 1.639 7.292 0.21
H 2.810 -0.833 7.209 0.21
H 3.457 -1.976 5.121 0.21
H -2.225 2.949 4.001 0.20
H -3.880 4.617 3.381 0.21
H -3.918 5.510 1.048 0.21
H -2.300 4.664 -0.617 0.22
C -4.055 0.011 2.442 -0.62
C -4.405 -1.061 1.413 -0.41
C -3.893 -0.730 0.009 -0.59
S -2.076 -0.695 -0.064 1.22
O -1.761 0.463 -0.998 -1.02
C -1.808 -2.211 -1.017 -0.59
C -1.881 -3.464 -0.138 -0.41
C -0.795 -3.529 0.936 -0.62
H -4.285 -0.319 3.455 0.22
H -4.605 0.934 2.252 0.21
H -2.991 0.255 2.404 0.21
H -5.490 -1.173 1.346 0.22
H -4.023 -2.035 1.730 0.20
H -4.166 0.285 -0.285 0.25
H -4.264 -1.420 -0.747 0.23
H -0.813 -2.085 -1.443 0.25
H -2.541 -2.219 -1.823 0.22
H -1.786 -4.328 -0.799 0.22
H -2.876 -3.545 0.310 0.20
H 0.194 -3.489 0.477 0.22
H -0.865 -4.456 1.507 0.22
H -0.862 -2.698 1.639 0.21
```

Properties
Max |F| ... 0.493 eV/A
Orbital gap (alpha / beta) ... 7.70 / 7.70 eV
E_tot ... -3817.966389 hartree
E_HOMO (alpha / beta) ... -0.2817 / -0.2817 Ha
Molecular weight ... 507.372 g/mol
LUMO energy (alpha / beta) ... 0.030 / 0.033 eV